The following is a quantum chemistry calculation of the molecule C23H18FN3O3 in a non-equilibrium geometry, from the OMol25 dataset.

Highest occupied orbital energy (eV): -7.93
SMILES: COc1nn(-c2ccccn2)c2cc(-c3ccc([C@H]4C[C@@H]4C(=O)O)cc3)cc(F)c12
ΔE to the lowest compared entry with this formula, charge and spin (kcal per mole): 88.29

ORCA input file:
```
! wB97M-V def2-TZVPD RIJCOSX def2/J DEFGRID3
* xyz 0 1
O -6.2141 -0.2111 -6.0071
F -1.2872 1.9692 4.0801
N 3.0005 1.3979 3.5537
N 3.9135 -0.9392 0.8973
O -3.8920 -0.2880 -6.3669
O 1.5749 2.6318 5.0279
C -5.0895 -0.4806 -5.5908
C 1.7664 1.7563 3.9902
C 4.8353 -1.1515 -0.0878
C 4.0847 0.0030 1.7913
C 6.0188 -0.4390 -0.1699
C 5.2798 0.7710 1.8110
C 6.3062 0.4140 0.9293
C -2.7764 -0.8534 -0.0951
C -0.7350 -0.5789 -1.4408
C -1.2758 0.6885 2.0984
C 0.7117 -0.1684 1.0630
C -3.5437 -1.1526 -1.2849
C -1.5427 -0.8852 -2.5452
C -0.5484 1.3447 3.1248
C 0.8322 1.0292 3.2422
C -1.3809 -0.5330 -0.2140
C -0.6795 0.0066 1.0098
C 1.4942 0.2741 2.2284
C -2.9584 -1.2138 -2.4973
N 2.9041 0.4182 2.4991
C 2.8093 3.0412 5.7428
C -5.1406 -2.3071 -3.5050
C -4.9759 -0.9481 -4.1538
C -3.7325 -1.6508 -3.7145
H -4.1094 0.0754 -7.2557
H 4.6610 -1.9763 -0.8087
H 6.6158 -0.7365 -0.9936
H 5.4263 1.5003 2.6023
H 7.2194 0.9612 0.9407
H -3.2352 -0.9335 0.8923
H 0.3121 -0.5539 -1.6379
H -2.2982 0.8913 2.0072
H 1.3434 -0.7188 0.3596
H -4.5339 -1.2531 -1.0576
H -1.0704 -0.7497 -3.5938
H 3.1443 2.0327 6.1809
H 3.5680 3.4534 5.0489
H 2.7594 3.7882 6.4999
H -5.4874 -3.2218 -4.0919
H -5.7100 -2.2542 -2.5544
H -5.2783 -0.1778 -3.5125
H -3.0859 -2.0721 -4.4418
*
```

The following is a quantum chemistry calculation of a structure of composition C23H18MoN9, from the OMol25 dataset.

Highest occupied orbital energy (alpha / beta) (eV): -17.99 / -17.95
ΔE to the lowest compared entry with this formula, charge and spin (kcal per mole): 0.00
<S²>: 2.045

ORCA input file:
```
! wB97M-V def2-TZVPD RIJCOSX def2/J DEFGRID3
* xyz 3 3
Mo -0.0434 0.1708 -0.3068
C 3.7029 -1.4770 -2.3393
C 3.3321 -2.0049 -1.1050
C 2.6589 -1.2107 -0.1926
C 2.3302 0.1155 -0.5482
C 2.6898 0.6384 -1.8033
C 3.3862 -0.1638 -2.6880
N 1.5531 0.9160 0.3482
C 1.8452 1.0069 1.7458
C 2.9128 1.6825 2.2952
C 3.0354 1.6674 3.6828
C 2.1258 0.9858 4.4952
C 1.0675 0.2874 3.9425
C 0.9397 0.3157 2.5571
N 0.0058 -0.3861 1.7731
N -0.7327 -1.2624 2.2641
C -1.4822 -1.9402 1.2889
C -2.3113 -2.9678 1.6773
C -2.9920 -3.6753 0.6878
C -2.8019 -3.3280 -0.6388
C -1.9499 -2.2782 -0.9505
N -1.2988 -1.5815 -0.0087
H 4.2633 -2.0908 -3.0330
H 3.5985 -3.0205 -0.8454
H 2.4349 -1.5772 0.8033
H 2.4666 1.6744 -2.0290
H 3.7132 0.2359 -3.6390
H 3.6219 2.2131 1.6742
H 3.8587 2.1991 4.1416
H 2.2574 0.9963 5.5683
H 0.3679 -0.2663 4.5541
H -2.4024 -3.2069 2.7281
H -3.6519 -4.4901 0.9555
H -3.3062 -3.8578 -1.4349
H -1.7871 -1.9832 -1.9785
N -1.2151 1.0353 -4.3742
C -0.3312 0.3990 -3.6239
N -0.6440 0.6155 -2.3438
C -1.7601 1.4217 -2.4139
N -2.1274 1.6911 -3.6305
C -2.3703 1.8935 -1.1754
C -3.4516 2.7580 -1.1099
N -3.9316 3.1707 0.0567
C -3.3409 2.7379 1.1611
C -2.2557 1.8682 1.1240
N -1.7747 1.4410 -0.0501
H -1.2648 1.0830 -5.3866
H 0.4947 -0.1835 -4.0004
H -3.9265 3.1185 -2.0152
H -3.7319 3.0872 2.1091
H -1.7767 1.5263 2.0308
*
```